45
Properties=species:S:1:pos:R:3:mulliken_spin:R:1 method="wB97M-V/def2-TZVPD" lumo_energy_ev="-6.8 / -6.8" multiplicity=5 e_homo_ev="-12.549 / -13.341" gap_ev="5.7 / 6.5" charge=+2 total_energy_ev=-79802.160
Ho -1.40736 -4.20631 -1.13135 3.02
I 0.19635 0.17317 0.66915 0.52
Cl -3.86532 -4.60158 -2.28901 -0.01
P 0.69645 -2.88665 -0.25402 0.02
P -2.94878 1.27283 -0.52933 0.11
N 3.17106 1.79127 -0.41208 0.00
N 3.06574 2.30251 1.71726 0.02
C 2.27502 -2.31395 0.39374 0.00
C 2.50087 3.00245 -0.36021 0.01
C -3.62313 1.48982 -2.18789 0.00
C 1.42924 -3.80389 -1.64723 0.00
C 0.37338 -4.27585 0.90935 0.00
C -4.29429 0.80509 0.46066 0.02
C 3.62831 2.47097 3.07747 0.00
C 3.28764 1.29456 0.80630 -0.02
C 2.45105 3.35358 0.96634 0.00
C -1.31210 0.40392 -0.72551 0.02
C -2.45470 2.97864 -0.26834 0.01
H -3.88556 0.57801 -2.71092 -0.01
H -0.63643 -4.78692 1.01559 0.00
H 1.89864 4.20836 1.35800 0.00
H 2.06282 3.52442 -1.19464 0.00
H -2.92678 2.05932 -2.79308 0.01
H 3.50818 0.22862 1.06315 0.00
H 2.07527 -4.63191 -1.36463 0.00
H 4.72916 2.38737 3.03899 0.00
H 3.23616 1.69299 3.71758 0.00
H -4.51508 2.08922 -1.99417 0.00
H -1.54475 3.20283 -0.82700 0.00
H 0.52420 -3.82463 1.88125 0.00
H 1.18368 -4.97829 0.78829 0.00
H 3.05227 -3.08711 0.36039 0.00
H -5.05215 1.56603 0.21871 0.00
H 2.74421 -1.47011 -0.09458 0.00
H 3.31203 3.46591 3.40174 0.00
H -1.96524 -0.25095 -1.47806 0.28
H 2.10574 -3.13029 -2.16394 0.00
H -3.29577 3.55336 -0.66183 0.00
H 2.27435 -2.02337 1.43449 0.00
H -0.96649 1.17100 -1.40422 0.01
H -4.07433 0.85800 1.52348 0.00
H -2.30311 3.23278 0.79700 0.00
H -0.73485 -0.56617 -0.91745 0.00
H 0.76344 -4.14672 -2.45080 0.00
H -4.73908 -0.17230 0.26135 0.00